A molecular structure, C48H28Cl4LiN5O2. Source: OMol25; level of theory: the ωB97M-V functional and the def2-TZVPD basis.

Frontier orbital gap (alpha / beta): 5.017 / 5.018 eV
LUMO level (alpha / beta): 3.664 / 3.664 eV
ΔE to the lowest compared entry with this formula, charge and spin: 109.6 kJ/mol

ORCA input file:
```
! RIJCOSX wB97M-V def2-TZVPD def2/J DEFGRID3
* xyz -2 1
Li 0.8046 0.3013 0.4044
Cl 8.6241 0.1920 5.7422
C 7.2023 0.3249 4.7316
C 6.5018 -0.8183 4.3805
C 5.3737 -0.6991 3.5888
C 4.9115 0.5470 3.1330
C 5.6618 1.6727 3.4953
C 6.7915 1.5697 4.2929
C 3.6736 0.6252 2.3351
C 2.6911 1.5492 2.6893
C 2.7426 2.3355 3.9292
C 1.6436 3.1047 3.9546
C 0.8793 2.7787 2.7457
C -0.4338 3.1960 2.5248
C -1.0902 4.2607 3.2582
C -2.4961 4.2828 3.3888
C -3.1531 5.2977 4.0556
C -2.4222 6.3374 4.6105
Cl -3.2428 7.6216 5.4714
C -1.0471 6.3809 4.4686
C -0.3955 5.3642 3.7915
C -1.1833 2.3002 1.6404
N -2.0478 1.4254 2.1211
C -2.1257 0.4413 1.1419
C -2.4008 -0.8709 1.4438
C -3.2002 -1.2266 2.6231
C -2.6824 -2.1081 3.5730
C -3.3651 -2.3810 4.7466
C -4.5934 -1.7800 4.9641
Cl -5.4504 -2.0884 6.4538
C -5.1532 -0.9363 4.0200
C -4.4496 -0.6560 2.8604
C -1.5853 -1.8473 0.7675
C -1.9154 -3.1458 0.2645
C -0.7922 -3.5963 -0.3753
C 0.2198 -2.5971 -0.1720
N -0.3013 -1.5450 0.5008
C 1.5841 -2.6688 -0.5307
C 2.5708 -1.8182 -0.0273
C 3.9959 -1.9909 -0.1869
C 4.5863 -1.0917 0.6472
C 3.5133 -0.3718 1.3041
N 2.3358 -0.8135 0.8739
C 2.0136 -3.6697 -1.5360
C 1.8948 -5.0437 -1.3631
C 2.3261 -5.9274 -2.3429
C 2.8798 -5.4275 -3.5058
Cl 3.4337 -6.5351 -4.7377
C 3.0008 -4.0639 -3.7155
C 2.5737 -3.1955 -2.7261
C -1.4448 0.8704 -0.0647
C -0.8429 2.0400 0.2536
N 1.5423 1.8326 2.0187
H 6.8301 -1.7868 4.7341
H 4.8097 -1.5845 3.3285
H 5.3561 2.6436 3.1282
H 7.3563 2.4520 4.5652
H 3.4849 2.2330 4.7042
H 1.3100 3.7443 4.7555
H -3.0584 3.4620 2.9682
H -4.2307 5.2872 4.1567
H -0.4920 7.2176 4.8733
H 0.6708 5.4507 3.6353
H -1.7119 -2.5542 3.3946
H -2.9423 -3.0426 5.4905
H -6.1276 -0.5013 4.1987
H -4.8684 0.0154 2.1220
H -2.8848 -3.6197 0.3186
H -0.6839 -4.5113 -0.9368
H 4.4793 -2.7133 -0.8265
H 5.6448 -0.9255 0.7819
H 1.4704 -5.4316 -0.4457
H 2.2410 -6.9968 -2.2025
H 3.4247 -3.6907 -4.6379
H 2.6514 -2.1256 -2.8616
H -1.4802 0.3581 -1.0133
H -0.2603 2.6922 -0.3778
O 1.1456 0.5759 -1.6035
C 0.6302 0.2402 -2.6799
C 0.9147 1.0658 -3.9614
C 0.0772 0.3682 -5.0141
C -0.5509 -0.8147 -4.2311
O -1.2784 -1.6316 -4.7795
N -0.1858 -0.7891 -2.9276
H 1.9872 1.0239 -4.1620
H 0.6428 2.1069 -3.7827
H 0.6555 -0.0308 -5.8490
H -0.7283 0.9801 -5.4219
*
```

---

2 unconnected molecules or ions with the total composition C5H13N2 at a distorted geometry. Source: OMol25; level of theory: the ωB97M-V functional and the def2-TZVPD basis.

Frontier orbital gap: 6.466 eV
LUMO level: -5.177 eV
ΔE to the lowest compared entry with this formula, charge and spin: 347.3 kJ/mol

ORCA input file:
```
! RIJCOSX wB97M-V def2-TZVPD def2/J DEFGRID3
* xyz 1 1
C -2.7725 -0.2258 1.3677
C -2.1044 -0.2501 0.2250
C 2.1009 0.0450 0.0127
C -2.4119 0.7947 -0.8272
C 3.3430 -0.7553 -0.0672
N -1.0890 -1.1076 -0.3075
N 2.1510 1.3492 0.2693
H -3.4672 0.4773 1.4323
H -2.5768 -0.9928 2.0800
H -3.1807 0.5593 -1.6060
H -1.4185 1.0740 -1.4399
H -2.9042 1.6386 -0.4520
H 3.2353 -1.5597 0.8322
H 4.1187 -0.0505 0.0600
H 3.3716 -1.1735 -1.0768
H -1.2792 -1.3213 -1.2661
H -0.7320 -1.8763 0.2050
H 1.2668 -0.5686 -0.0889
H 1.3981 1.9907 0.4545
H 2.9508 1.9528 0.1928
*
```

---

H3O2PS2 in the gas phase at a distorted geometry. Source: OMol25; level of theory: the ωB97M-V functional and the def2-TZVPD basis.

Frontier orbital gap: 8.132 eV
SMILES: OP(O)(=S)S
LUMO level: -0.511 eV
ΔE to the lowest compared entry with this formula, charge and spin: 133.0 kJ/mol

ORCA input file:
```
! RIJCOSX wB97M-V def2-TZVPD def2/J DEFGRID3
* xyz 0 1
O -0.3556 -1.4519 0.6256
O 0.2175 -0.5163 -1.5459
P 0.1674 -0.0823 -0.0252
S 2.3204 0.7571 0.4796
S -1.6327 1.0293 0.2101
H 0.1588 -1.8696 1.3236
H 0.0725 0.1943 -2.1473
H -0.9484 1.9394 1.0796
*
```

---

7 unconnected molecules or ions with the total composition C32H70O18P2S5 at a distorted geometry. Source: OMol25; level of theory: the ωB97M-V functional and the def2-TZVPD basis.

Frontier orbital gap: 10.162 eV
SMILES: CCOP(=O)(OCC)OCC.CCOP(=O)(OCC)OCC.O=S1(=O)CCCC1.O=S1(=O)CCCC1.O=S1(=O)CCCC1.O=S1(=O)CCCC1.O=S1(=O)CCCC1
LUMO level: 0.152 eV
ΔE to the lowest compared entry with this formula, charge and spin: 257.5 kJ/mol

ORCA input file:
```
! RIJCOSX wB97M-V def2-TZVPD def2/J DEFGRID3
* xyz 0 1
C -6.7213 1.3642 2.5701
C -5.1953 1.6345 2.1626
C -4.3934 0.4603 2.6316
S -5.3033 -1.0536 2.0742
O -5.4001 -2.0482 3.1458
O -4.7960 -1.3713 0.7557
C -6.9779 -0.0943 2.0574
H -7.3426 2.1182 2.0867
H -6.7941 1.4596 3.6535
H -4.9151 2.5527 2.6788
H -5.0743 1.7215 1.0829
H -4.3701 0.3629 3.7170
H -3.3414 0.3725 2.3602
H -7.6449 -0.6695 2.6994
H -7.3964 -0.0632 1.0515
C 3.0631 -7.1011 -2.3422
C 4.0282 -6.2508 -1.5307
C 3.2297 -5.8426 -0.2913
S 1.4230 -5.7435 -0.7288
O 1.1062 -4.3108 -0.8991
O 0.6395 -6.5567 0.1534
C 1.6641 -6.4056 -2.4026
H 2.9444 -8.1018 -1.9268
H 3.3177 -7.2995 -3.3833
H 4.1519 -5.3167 -2.0786
H 5.0081 -6.6863 -1.3352
H 3.5066 -4.8187 -0.0402
H 3.3758 -6.6439 0.4331
H 1.7048 -5.5115 -3.0248
H 0.8915 -7.1446 -2.6153
C -1.0259 3.0894 4.9134
C -0.3564 3.7047 6.0481
C -1.1617 3.4169 7.3515
S -2.2495 1.9743 7.0493
O -3.5884 2.4371 7.1612
O -1.7943 0.7868 7.7341
C -1.6955 1.7893 5.1820
H -0.4114 2.8018 4.0604
H -1.6483 3.7381 4.2970
H -0.2642 4.7460 5.7395
H 0.6661 3.3433 6.1581
H -1.8818 4.1868 7.6287
H -0.4645 3.1586 8.1485
H -2.5532 1.4357 4.6099
H -1.0488 0.9124 5.1497
C -0.6348 -0.9673 0.7333
C -0.3365 -1.4098 -0.6989
C -0.6407 -0.3048 -1.7076
S -0.1024 1.2538 -0.7719
O -1.1221 2.2691 -0.9502
O 1.2274 1.6497 -1.1484
C -0.1520 0.5004 0.9747
H -0.2528 -1.7054 1.4386
H -1.7073 -1.0673 0.9000
H -0.9983 -2.2558 -0.8841
H 0.7082 -1.7186 -0.6639
H -1.7035 -0.1329 -1.8779
H -0.1131 -0.4490 -2.6504
H -0.6271 1.1850 1.6773
H 0.8522 0.7133 1.3415
C 1.7220 5.6676 -0.5695
C 2.3980 4.9054 -1.7006
C 1.5739 4.9888 -2.9429
S 0.6142 6.5104 -2.8549
O -0.8284 6.1543 -2.7865
O 1.1665 7.4636 -3.8235
C 1.2834 7.0308 -1.1651
H 2.4027 5.5824 0.2776
H 0.7436 5.2478 -0.3358
H 2.5916 3.8437 -1.5475
H 3.3525 5.3647 -1.9577
H 0.8356 4.2064 -3.1188
H 2.2471 5.3026 -3.7406
H 0.4587 7.5373 -0.6635
H 2.1548 7.6596 -1.3476
C 2.3962 1.8974 4.2320
C 3.2933 0.7174 3.5812
O 3.2417 -0.5294 4.1252
P 4.4788 -1.4964 3.8854
O 5.7106 -1.0679 4.6493
O 3.8712 -2.8953 4.3875
C 4.5554 -4.0459 4.5217
C 4.0131 -5.2247 3.6856
O 4.5239 -1.8977 2.2959
C 5.3976 -1.1452 1.4877
C 4.6632 -0.5029 0.2500
H 1.3561 1.6484 4.4424
H 2.8409 2.3543 5.1161
H 2.3776 2.8251 3.6601
H 2.8511 0.5609 2.5973
H 4.3231 1.0741 3.5620
H 5.6389 -4.0127 4.4074
H 4.3151 -4.2805 5.5587
H 4.5150 -5.2701 2.7192
H 4.0372 -6.0339 4.4155
H 2.9484 -5.2067 3.4529
H 6.1076 -0.5146 2.0227
H 6.1373 -1.8415 1.0927
H 4.2561 0.4862 0.4602
H 5.3146 -0.3633 -0.6127
H 3.9944 -1.3284 0.0064
C -3.6513 -3.2183 -3.6743
C -3.4523 -1.7226 -3.6973
O -3.2686 -1.2611 -4.9930
P -2.1033 -0.3179 -5.5629
O -0.7854 -0.8944 -5.6067
O -2.6590 0.3245 -6.9921
C -2.6765 -0.6094 -7.9634
C -1.8228 0.0030 -9.0798
O -2.1329 0.9916 -4.5981
C -0.9969 1.8728 -4.6722
C -1.3817 2.8839 -5.8290
H -4.4854 -3.5004 -4.3168
H -2.7051 -3.5275 -4.1183
H -3.8673 -3.3330 -2.6121
H -4.2777 -1.1170 -3.3229
H -2.5347 -1.5093 -3.1491
H -2.3478 -1.6294 -7.7642
H -3.7293 -0.6140 -8.2457
H -0.7897 0.1153 -8.7508
H -1.8221 -0.6453 -9.9561
H -2.2337 0.9958 -9.2634
H -1.0048 2.4614 -3.7548
H -0.0878 1.3213 -4.9120
H -2.3700 3.3432 -5.8101
H -0.6035 3.6440 -5.8987
H -1.3931 2.4764 -6.8399
*
```

---

2 unconnected molecules or ions with the total composition C6H12NO at a distorted geometry. Source: OMol25; level of theory: the ωB97M-V functional and the def2-TZVPD basis.

Frontier orbital gap (alpha / beta): 7.285 / 7.608 eV
<S²>: 2.007
LUMO level (alpha / beta): -3.452 / -6.049 eV
ΔE to the lowest compared entry with this formula, charge and spin: 283.4 kJ/mol

ORCA input file:
```
! RIJCOSX wB97M-V def2-TZVPD def2/J DEFGRID3
* xyz 1 3
C 0.7140 0.7094 -2.2419
C 1.5411 -0.2394 -1.4501
C 0.6777 0.0609 1.2309
C -0.7418 -0.1521 1.4080
C -1.1983 -0.3631 2.8282
C -1.5744 -0.5849 0.2145
N 2.1144 1.0800 -1.8907
O -0.0478 1.1937 1.1719
H 0.4703 0.3848 -3.2293
H 0.0042 1.2528 -1.7099
H 1.9122 -1.2042 -1.8138
H 1.5666 -0.3458 1.8170
H -1.3652 0.6971 3.1398
H -0.4762 -0.8927 3.4235
H -2.0409 -1.0050 2.8387
H -2.5323 -0.2958 0.3949
H -1.5910 -1.5830 0.1056
H -1.1124 -0.1684 -0.6610
H 2.9056 0.9981 -2.4259
H 2.0812 1.8760 -1.1491
*
```

---

C4H5BrN2 in the gas phase at a distorted geometry. Source: OMol25; level of theory: the ωB97M-V functional and the def2-TZVPD basis.

Frontier orbital gap: 9.955 eV
SMILES: Cn1nccc1Br
LUMO level: 0.630 eV
ΔE to the lowest compared entry with this formula, charge and spin: 61.1 kJ/mol

ORCA input file:
```
! RIJCOSX wB97M-V def2-TZVPD def2/J DEFGRID3
* xyz 0 1
C 0.4707 1.6705 -0.0545
C -0.9280 1.5612 0.0601
C 0.9088 0.3727 -0.1220
C -0.2607 -1.8166 0.0796
N -1.3436 0.3173 0.1231
N -0.1903 -0.3862 0.0395
Br 2.7049 -0.2699 -0.2750
H 1.0822 2.5616 -0.3169
H -1.6992 2.4410 -0.0039
H 0.7271 -2.0953 0.4892
H -1.0033 -2.0469 0.8122
H -0.4687 -2.3094 -0.8314
*
```

---

C9H17N2O4P in the gas phase. Source: OMol25; level of theory: the ωB97M-V functional and the def2-TZVPD basis.

Frontier orbital gap: 10.095 eV
SMILES: CN(C=O)C[P@@](=O)(O)CCN1CCCC1=O
LUMO level: 0.734 eV
ΔE to the lowest compared entry with this formula, charge and spin: 0.0 kJ/mol

ORCA input file:
```
! RIJCOSX wB97M-V def2-TZVPD def2/J DEFGRID3
* xyz 0 1
C -2.1541 -2.4574 -0.4080
N -2.3959 -1.0353 -0.3341
C -3.3107 -0.5021 0.4667
O -3.5555 0.6898 0.5580
H -3.8440 -1.2468 1.0799
C -1.6359 -0.2089 -1.2394
H -2.2397 0.0936 -2.1066
H -0.7841 -0.7838 -1.6012
H -2.6743 -2.9641 0.4025
H -2.5103 -2.8536 -1.3620
H -1.0817 -2.6448 -0.3307
P -0.9085 1.3854 -0.6051
O 0.2468 1.7661 -1.4197
O -2.0432 2.4875 -0.7264
H -2.8477 2.1802 -0.2737
C -0.5528 1.2668 1.2089
C 0.3817 0.1131 1.5608
N 1.5402 0.0626 0.7142
C 1.6855 -0.8295 -0.2820
O 0.9428 -1.7732 -0.4872
C 2.9190 -0.4476 -1.0702
H 3.4911 -1.3201 -1.3782
C 3.6661 0.4979 -0.1326
H 4.2399 1.2528 -0.6644
H 4.3420 -0.0680 0.5110
C 2.5363 1.1123 0.6967
H 2.8385 1.3647 1.7166
H 2.1331 2.0032 0.2037
H 2.5701 0.0796 -1.9607
H -0.1339 -0.8433 1.4351
H 0.7018 0.2051 2.6068
H -1.4790 1.1915 1.7755
H -0.0836 2.2263 1.4458
*
```

---

A molecular structure, C23H29Br48O6PS at a distorted geometry. Source: OMol25; level of theory: the ωB97M-V functional and the def2-TZVPD basis.

Frontier orbital gap: 8.926 eV
LUMO level: -0.505 eV

ORCA input file:
```
! RIJCOSX wB97M-V def2-TZVPD def2/J DEFGRID3
* xyz 0 1
C 1.5899 -0.6670 -0.2577
O 2.0239 -1.3487 -1.4890
C 1.6053 -2.7350 -1.4517
C 0.9324 -3.2824 -2.8001
C 0.3563 -2.1635 -3.7868
C -0.6319 -1.1056 -3.1180
O -0.6125 -0.0159 -4.1277
C -1.7254 -0.2388 -5.0292
O -2.0898 0.4742 -5.9915
O -2.4040 -1.4485 -4.5685
C -2.2145 -1.3330 -3.1216
P -3.0150 -2.5729 -1.9300
O -3.9373 -3.6601 -2.8457
O -4.1474 -1.6366 -1.0058
S -1.8190 -3.3979 -0.6449
H 1.7161 0.4641 -0.4157
H 0.4470 -0.8553 -0.1626
H 2.1049 -1.0660 0.6801
H 0.9714 -2.9391 -0.5008
H 2.5720 -3.3610 -1.2908
H 0.1162 -4.0731 -2.6364
H 1.7686 -3.8256 -3.3851
H -0.1546 -2.7182 -4.6678
H 1.2692 -1.5780 -4.1921
H -0.3267 -0.5810 -2.1492
H -2.7424 -0.3250 -2.8781
H -4.0654 -4.5028 -2.3524
H -3.6054 -0.8345 -0.7741
C 3.2508 -1.3352 4.2049
Br 2.6761 -0.8700 5.9982
Br 1.7858 -2.0097 3.1282
Br 4.1614 0.1411 3.3365
H 3.9734 -2.1449 4.3018
C -2.3154 -0.7250 3.6662
Br -1.6479 -0.1737 1.9298
Br -2.0888 -2.6287 3.9550
Br -1.5382 0.3209 5.1025
H -3.3871 -0.5282 3.6724
C -4.5957 -3.3954 6.7707
Br -4.2988 -4.5025 8.3361
Br -5.3404 -4.4142 5.2978
Br -5.6705 -1.8341 7.1838
H -3.6204 -3.0337 6.4465
C 2.9329 3.7900 -0.5600
Br 3.2707 2.6628 0.9829
Br 2.2756 2.7679 -2.0726
Br 1.7572 5.2706 -0.1240
H 3.8891 4.2190 -0.8570
C -0.1883 4.9014 3.2340
Br 1.4760 4.9698 4.2282
Br -0.4470 3.1787 2.3811
Br -1.7076 5.3957 4.3346
H -0.1155 5.6430 2.4394
C -5.4468 -3.9698 -6.7879
Br -4.2690 -5.0739 -7.8640
Br -6.7295 -5.0377 -5.7962
Br -4.4527 -2.7753 -5.6278
H -6.0162 -3.3466 -7.4763
C -7.0443 -0.1537 0.5146
Br -5.3852 -0.0776 1.5214
Br -7.2882 -1.8747 -0.3489
Br -8.5729 0.3289 1.6070
H -6.9701 0.5914 -0.2764
C -2.4946 -7.1191 1.2913
Br -0.7159 -6.3772 1.0526
Br -3.0936 -6.9756 3.1296
Br -3.7777 -6.3512 0.0557
H -2.4287 -8.1816 1.0601
C 0.9367 8.9600 -1.5655
Br 0.2935 10.6800 -2.1905
Br 2.7866 8.6576 -2.0631
Br 0.6559 8.7344 0.3418
H 0.3430 8.1966 -2.0671
C 7.6939 -1.9522 2.4483
Br 6.9880 -3.1896 3.7662
Br 9.4969 -2.4231 1.9097
Br 6.5093 -1.7719 0.9236
H 7.7490 -0.9750 2.9264
C 1.3760 -7.8587 -2.3925
Br -0.4613 -7.2418 -2.2436
Br 1.4899 -9.5441 -3.3466
Br 2.5451 -6.5219 -3.1653
H 1.7317 -8.0426 -1.3793
C 2.3507 12.4681 1.3893
Br 1.7076 14.1883 0.7641
Br 4.2009 12.1657 0.8915
Br 2.0704 12.2429 3.2958
H 1.7570 11.7044 0.8874
C -1.5178 -6.0647 10.7654
Br 0.1437 -6.0029 11.7648
Br -1.7802 -7.7846 9.9072
Br -3.0383 -5.5679 11.8630
H -1.4409 -5.3215 9.9726
C 5.9186 10.3557 -4.6224
Br 6.2645 9.2261 -3.0836
Br 5.2616 9.3331 -6.1341
Br 4.7388 11.8313 -4.1820
H 6.8737 10.7883 -4.9206
C 8.9045 12.4569 -6.9615
Br 9.2539 11.3275 -5.4227
Br 8.2461 11.4328 -8.4713
Br 7.7233 13.9304 -6.5189
H 9.8575 12.8907 -7.2613
C -6.3013 -9.9358 1.4660
Br -6.8556 -8.1993 0.8033
Br -4.4814 -10.3606 0.9419
Br -6.5541 -10.0898 3.3829
H -6.9482 -10.6768 0.9985
*
```

---

2 unconnected molecules or ions with the total composition C4H14N. Source: OMol25; level of theory: the ωB97M-V functional and the def2-TZVPD basis.

Frontier orbital gap: 11.935 eV
LUMO level: -3.625 eV
ΔE to the lowest compared entry with this formula, charge and spin: 30.3 kJ/mol

ORCA input file:
```
! RIJCOSX wB97M-V def2-TZVPD def2/J DEFGRID3
* xyz 1 1
C 1.1152 1.0153 -0.8344
C 1.0506 2.2600 0.0130
N 1.5265 -0.2069 -0.0091
H 0.1514 0.7622 -1.2682
H 1.8973 1.1026 -1.5805
H 2.0195 2.4583 0.4874
H 0.2846 2.2543 0.7841
H 0.7522 -0.5808 0.5579
H 1.7782 -0.9563 -0.6556
H 2.2985 0.0067 0.6300
H 0.8831 3.0868 -0.6713
C -2.1186 -1.0483 0.9328
C -1.6028 -1.8817 -0.2309
H -2.9492 -1.5604 1.4189
H -1.3705 -0.8625 1.7125
H -2.5070 -0.0836 0.5925
H -0.7889 -1.3550 -0.7422
H -2.3921 -2.1186 -0.9343
H -1.1563 -2.8040 0.1378
*
```